[1]
DFT (wB97M-V/def2-TZVPD) results for C23H29N3O6S in the gas phase.

Properties
* LUMO level: 0.5 eV
* relative energy (zero: lowest compared OMol25 entry of this formula, charge and spin): 101.5 kJ/mol
* SMILES: COc1ccc(S(=O)(=O)NCC(=O)N(CC(=O)NC[C@H]2CCCO2)c2ccccc2C)cc1
* gap between HOMO and LUMO: 9.546 eV

Structure (XYZ):
```
62
C23H29N3O6S, DFT wB97M-V/def2-TZVPD
C -4.930 -2.052 -0.082
H -5.836 -1.607 0.326
O -3.886 -1.644 0.774
C -2.634 -2.115 0.545
C -2.265 -2.876 -0.564
C -0.961 -3.322 -0.686
C -0.029 -3.000 0.278
C -0.377 -2.237 1.376
C -1.677 -1.797 1.514
H -1.987 -1.231 2.378
H 0.372 -2.025 2.123
S 1.619 -3.678 0.142
O 1.491 -5.047 -0.256
O 2.355 -3.355 1.329
N 2.390 -2.897 -1.119
H 1.840 -2.931 -1.966
C 2.915 -1.591 -0.830
C 1.920 -0.483 -1.142
O 0.804 -0.729 -1.588
N 2.368 0.767 -0.946
C 3.599 1.042 -0.280
C 4.724 1.318 -1.045
C 5.928 1.610 -0.431
C 6.001 1.624 0.952
C 4.876 1.355 1.709
C 3.655 1.061 1.114
C 2.439 0.813 1.950
H 1.790 0.063 1.503
H 2.723 0.486 2.946
H 1.868 1.738 2.043
H 4.939 1.376 2.787
H 6.936 1.850 1.441
H 6.801 1.824 -1.027
H 4.646 1.304 -2.122
C 1.585 1.909 -1.386
H 2.265 2.741 -1.576
H 1.062 1.632 -2.306
C 0.551 2.356 -0.342
O 0.637 3.410 0.250
N -0.426 1.451 -0.155
H -0.419 0.608 -0.717
C -1.544 1.706 0.720
C -2.700 2.409 -0.015
C -3.267 1.560 -1.170
H -2.951 1.931 -2.142
C -4.778 1.655 -0.960
H -5.321 0.787 -1.325
H -5.172 2.552 -1.440
C -4.849 1.807 0.558
H -4.732 0.831 1.049
H -5.763 2.284 0.914
O -3.769 2.657 0.885
H -2.935 0.525 -1.066
H -2.340 3.384 -0.368
H -1.206 2.360 1.528
H -1.897 0.761 1.137
H 3.179 -1.597 0.231
H 3.831 -1.427 -1.409
H -0.666 -3.940 -1.518
H -2.984 -3.137 -1.323
H -5.033 -3.141 -0.093
H -4.778 -1.691 -1.104
```

[2]
DFT (wB97M-V/def2-TZVPD) results for 6 unconnected molecules or ions with the total composition C22H46BFO16S6.

Properties
* LUMO level: 0.5 eV
* gap between HOMO and LUMO: 10.422 eV

Structure (XYZ):
```
92
C22H46BFO16S6, DFT wB97M-V/def2-TZVPD
O -0.733 7.875 -2.171
S -0.873 7.932 -0.693
O -1.718 6.618 -0.109
C -2.975 6.421 -0.774
C -3.226 4.857 -0.726
F -2.871 4.323 0.525
O 0.700 7.549 -0.100
O 0.641 6.258 0.471
B 1.286 5.277 -0.343
O 2.137 5.575 -1.431
O 1.016 3.900 -0.068
H -2.954 6.675 -1.869
H -3.822 6.962 -0.276
H -2.499 4.415 -1.462
H -4.275 4.581 -0.998
H 1.758 5.110 -2.192
H 0.042 3.857 -0.059
C -2.434 -1.287 1.717
C -2.753 -0.055 2.569
C -2.498 1.180 1.702
S -2.767 0.664 0.008
O -1.509 0.744 -0.702
O -3.973 1.289 -0.496
C -3.109 -1.046 0.372
H -2.791 -2.206 2.184
H -1.350 -1.372 1.583
H -3.804 -0.084 2.869
H -2.153 -0.027 3.480
H -3.182 1.992 1.944
H -1.467 1.526 1.789
H -2.720 -1.682 -0.424
H -4.191 -1.160 0.450
C 3.175 1.213 -0.673
C 3.911 -0.089 -1.004
C 4.249 -0.774 0.322
S 2.997 -0.247 1.490
O 3.630 0.549 2.517
O 2.139 -1.368 1.809
C 2.133 0.846 0.376
H 2.714 1.653 -1.558
H 3.880 1.941 -0.262
H 3.257 -0.737 -1.596
H 4.810 0.093 -1.592
H 4.226 -1.858 0.233
H 5.219 -0.453 0.701
H 1.751 1.707 0.921
H 1.308 0.286 -0.068
C 10.524 -1.016 -0.279
C 9.785 -1.513 0.967
C 8.392 -0.878 0.959
S 7.987 -0.581 -0.761
O 7.900 0.844 -0.974
O 6.934 -1.485 -1.165
C 9.537 -1.162 -1.431
H 11.438 -1.582 -0.461
H 10.797 0.035 -0.151
H 9.693 -2.602 0.925
H 10.324 -1.266 1.882
H 7.644 -1.538 1.396
H 8.386 0.082 1.476
H 9.806 -0.572 -2.305
H 9.408 -2.209 -1.708
C -9.609 -0.888 0.868
C -8.898 0.044 -0.119
C -7.485 0.290 0.418
S -7.055 -1.161 1.374
O -6.918 -0.776 2.760
O -6.027 -1.903 0.680
C -8.616 -2.004 1.171
H -10.539 -1.281 0.457
H -9.848 -0.341 1.785
H -8.842 -0.439 -1.098
H -9.439 0.983 -0.248
H -6.762 0.416 -0.388
H -7.453 1.152 1.083
H -8.856 -2.561 2.074
H -8.518 -2.684 0.324
C 1.009 -4.682 -1.345
C 0.321 -5.276 -0.113
C -1.140 -4.817 -0.137
S -1.555 -4.560 -1.860
O -1.812 -3.154 -2.066
O -2.483 -5.582 -2.285
C 0.063 -4.939 -2.512
H 1.988 -5.129 -1.517
H 1.148 -3.606 -1.206
H 0.365 -6.368 -0.162
H 0.814 -4.971 0.812
H -1.806 -5.568 0.285
H -1.270 -3.869 0.386
H 0.268 -4.314 -3.379
H 0.068 -5.992 -2.798
```

[3]
DFT (wB97M-V/def2-TZVPD) results for C6H7N in the gas phase.

Properties
* LUMO level: 0.9 eV
* relative energy (zero: lowest compared OMol25 entry of this formula, charge and spin): 81.7 kJ/mol
* SMILES: N#CC1CC=CC1
* gap between HOMO and LUMO: 10.646 eV

Structure (XYZ):
```
14
C6H7N, DFT wB97M-V/def2-TZVPD
N -1.761 -1.948 -1.846
C -1.340 -1.299 -0.984
C -0.772 -0.473 0.086
C -0.644 1.025 -0.325
C 0.745 1.390 0.128
C 1.436 0.343 0.567
C 0.655 -0.943 0.499
H -1.443 -0.554 0.947
H -0.760 1.158 -1.408
H -1.420 1.635 0.152
H 1.124 2.406 0.060
H 2.465 0.374 0.913
H 1.080 -1.633 -0.242
H 0.635 -1.479 1.454
```

[4]
DFT (wB97M-V/def2-TZVPD) results for 3 unconnected molecules or ions with the total composition C7H18NO11S3.

Properties
* total charge: +1
* LUMO level: -4.3 eV
* gap between HOMO and LUMO: 8.150 eV

Structure (XYZ):
```
40
C7H18NO11S3, DFT wB97M-V/def2-TZVPD
N 5.583 1.243 1.507
C 4.429 1.806 2.307
C 3.555 2.966 1.544
C 2.051 2.953 2.257
S 0.758 2.046 1.250
O -0.612 2.770 1.524
O 1.029 2.209 -0.265
O 0.579 0.387 1.650
H 6.114 0.571 2.137
H 5.278 0.678 0.668
H 6.281 1.967 1.186
H 4.831 2.200 3.359
H 3.679 0.903 2.506
H 3.519 2.875 0.377
H 4.026 4.025 1.785
H 2.211 2.541 3.341
H 1.711 4.069 2.357
H 0.924 0.224 2.594
C -1.699 -3.296 0.625
C -2.796 -3.380 1.684
O -2.826 -2.091 2.293
S -2.422 -0.970 1.180
O -3.641 -0.401 0.650
O -1.344 -0.167 1.711
O -1.809 -1.989 0.065
H -0.707 -3.391 1.078
H -1.817 -4.056 -0.152
H -2.598 -4.154 2.428
H -3.774 -3.559 1.224
C -2.323 -0.064 -4.811
C -2.217 -0.212 -3.296
O -3.344 -1.001 -2.918
S -3.692 -2.040 -4.127
O -3.089 -3.316 -3.813
O -5.088 -1.892 -4.468
O -2.795 -1.324 -5.285
H -3.060 0.699 -5.082
H -1.362 0.180 -5.270
H -2.232 0.751 -2.781
H -1.312 -0.761 -3.016
```

[5]
DFT (wB97M-V/def2-TZVPD) results for 3 unconnected molecules or ions with the total composition C4H13NO2S.

Properties
* LUMO level: -0.9 eV
* relative energy (zero: lowest compared OMol25 entry of this formula, charge and spin): 579.6 kJ/mol
* gap between HOMO and LUMO: 7.115 eV

Structure (XYZ):
```
21
C4H13NO2S, DFT wB97M-V/def2-TZVPD
C -0.749 -1.263 0.045
N -0.416 -0.177 -0.862
C 0.661 -0.750 -1.686
O 0.956 0.264 -2.678
C -0.592 -0.821 1.500
C 0.721 -0.244 1.954
S 0.653 1.590 1.813
H -0.118 -2.257 -0.027
H -1.766 -1.623 -0.285
H 0.877 1.286 -0.430
H 1.485 -1.259 -1.015
H 0.142 -1.700 -2.268
H 0.173 0.554 -3.146
H -1.351 -0.035 1.772
H -0.961 -1.574 2.229
H 0.808 -0.529 2.998
H 1.615 -0.579 1.389
H 1.926 1.711 2.136
H -1.220 3.209 -1.510
H -1.132 1.711 -0.913
O -1.712 2.486 -1.017
```

[6]
DFT (wB97M-V/def2-TZVPD) results for a molecular structure, C23H37AlFN2S.

Properties
* total charge: +3
* LUMO level: -14.6 eV
* gap between HOMO and LUMO: 1.360 eV

Structure (XYZ):
```
65
C23H37AlFN2S, DFT wB97M-V/def2-TZVPD
C 2.324 -3.738 -0.493
C 3.923 -3.636 -0.972
C 4.627 -2.610 0.135
C 6.261 -2.545 0.030
C 6.881 -1.065 -0.304
C 6.663 0.063 0.865
C 6.080 1.502 0.243
C 4.489 1.169 -0.143
C 3.523 2.525 -0.036
C 2.148 2.036 0.717
C 0.775 2.773 0.181
C -0.417 2.331 1.268
C -1.887 2.963 0.913
C -2.733 2.077 -0.226
C -3.765 1.023 0.468
C -4.971 0.453 -0.466
C -6.024 -0.620 0.268
C -5.884 -1.144 1.816
C -6.617 -2.609 2.099
F -7.986 -2.360 2.680
C -7.308 -1.192 -0.637
C -7.567 -0.777 -2.219
C -6.536 0.250 -2.981
N -6.537 0.815 -4.386
S -5.137 1.859 -4.531
N -4.461 1.694 -2.925
C -5.284 0.795 -2.033
H 2.149 -4.693 0.179
H 1.573 -3.648 -1.390
H 2.105 -2.793 0.203
H 4.420 -4.695 -1.008
H 3.913 -3.067 -2.004
H 4.075 -1.585 0.012
H 4.367 -3.075 1.196
H 6.702 -3.035 0.997
H 6.563 -3.253 -0.882
H 6.544 -0.611 -1.340
H 8.062 -1.216 -0.401
H 7.676 0.274 1.414
H 5.906 -0.335 1.696
H 6.630 1.751 -0.778
H 6.162 2.386 1.029
H 4.383 0.658 -1.198
H 4.113 0.467 0.746
H 4.080 3.362 0.605
H 3.258 2.947 -1.101
H 2.250 2.161 1.878
H 1.981 0.869 0.526
H 0.864 3.934 0.050
H 0.527 2.281 -0.875
H -0.407 1.158 1.283
H -0.060 2.809 2.302
H -2.587 3.003 1.856
H -1.748 4.040 0.471
H -1.945 1.465 -0.875
H -3.251 2.901 -0.913
H -4.251 1.581 1.404
H -3.165 0.110 0.949
H -6.357 -0.366 2.574
H -4.743 -1.309 2.042
H -5.990 -3.267 2.871
H -6.726 -3.270 1.135
H -8.091 -1.973 -0.187
H -8.482 -1.192 -2.855
Al -5.082 3.189 -0.946
```

[7]
DFT (wB97M-V/def2-TZVPD) results for 2 unconnected molecules or ions with the total composition C7H8O.

Properties
* LUMO level: -1.4 eV
* relative energy (zero: lowest compared OMol25 entry of this formula, charge and spin): 654.5 kJ/mol
* gap between HOMO and LUMO: 6.814 eV

Structure (XYZ):
```
16
C7H8O, DFT wB97M-V/def2-TZVPD
C -0.411 -0.348 3.110
C -0.524 -0.062 1.953
C 1.886 1.278 -0.276
C -0.862 -1.989 -1.247
C 0.554 1.384 -0.363
C -0.006 -1.038 -0.853
C -0.378 0.333 -0.655
O -1.652 0.651 -0.935
H -0.359 -0.569 4.143
H 2.493 2.136 -0.059
H 2.411 0.350 -0.419
H -0.548 -3.012 -1.371
H -1.899 -1.769 -1.438
H 0.102 2.359 -0.207
H 1.024 -1.283 -0.646
H -1.828 1.579 -0.737
```

[8]
DFT (wB97M-V/def2-TZVPD) results for a molecular structure, C23H16IrN4O9.

Properties
* total charge: -1
* LUMO level: 2.3 eV
* relative energy (zero: lowest compared OMol25 entry of this formula, charge and spin): 71.1 kJ/mol
* gap between HOMO and LUMO: 7.235 eV

Structure (XYZ):
```
53
C23H16IrN4O9, DFT wB97M-V/def2-TZVPD
Ir 0.160 -0.276 -0.109
O 0.721 1.185 -1.667
C 1.172 2.258 -1.108
C 0.825 3.511 -1.695
C 1.280 4.699 -1.201
C 2.132 4.765 -0.081
C 2.491 3.592 0.521
C 2.024 2.343 0.059
C 2.552 1.159 0.665
N 2.114 0.000 0.332
C 2.924 -1.196 0.560
C 2.118 -2.497 0.377
N 0.736 -2.209 -0.041
C -0.145 -3.109 0.207
C -1.573 -3.029 0.013
C -2.336 -4.121 0.456
C -3.702 -4.157 0.304
C -4.333 -3.068 -0.311
C -3.620 -1.984 -0.763
C -2.214 -1.921 -0.620
O -1.558 -0.922 -1.113
H 0.148 3.476 -2.536
H 0.960 5.619 -1.678
H 2.492 5.716 0.287
H 3.152 3.600 1.382
H 3.446 1.244 1.289
H 3.393 -1.145 1.546
H 3.723 -1.188 -0.186
H 2.083 -3.041 1.321
H 2.593 -3.137 -0.368
H 0.218 -4.045 0.633
H -1.822 -4.946 0.938
H -4.278 -5.002 0.655
H -5.411 -3.075 -0.426
H -4.108 -1.140 -1.232
O -0.759 -0.672 3.889
C -0.762 -0.245 2.745
O 0.032 -0.763 1.856
C -1.662 0.945 2.420
C -2.453 1.323 3.484
C -3.352 2.375 3.390
C -3.485 3.089 2.216
C -2.693 2.752 1.145
C -1.743 1.667 1.167
O -1.128 1.372 0.095
N -2.893 3.572 -0.054
O -2.016 3.631 -0.885
O -3.967 4.156 -0.159
N -4.166 2.738 4.535
O -4.958 3.660 4.411
O -4.012 2.116 5.573
H -2.354 0.764 4.402
H -4.190 3.900 2.132
```

[9]
DFT (wB97M-V/def2-TZVPD) results for a gas-phase ion, C3H7N4 (charge +1).

Properties
* total charge: +1
* LUMO level (spin up / spin down): -2.8 / -7.4 eV
* spin multiplicity: 3
* relative energy (zero: lowest compared OMol25 entry of this formula, charge and spin): 64.1 kJ/mol
* gap between HOMO and LUMO (spin up / spin down): 8.114 / 7.292 eV

Structure (XYZ):
```
14
C3H7N4, DFT wB97M-V/def2-TZVPD
C -0.062 -0.477 0.626
C -0.190 -1.351 -0.575
C 0.248 1.964 0.933
N 0.158 -0.648 -1.611
N 0.374 0.667 -1.155
N 0.234 0.743 0.172
N -0.477 -2.638 -0.601
H -0.078 -0.629 1.659
H 0.485 2.771 0.248
H -0.684 2.216 1.435
H 1.026 1.888 1.749
H 0.768 1.496 -1.671
H -1.039 -2.809 0.231
H -0.763 -3.192 -1.441
```

[10]
DFT (wB97M-V/def2-TZVPD) results for C4H11NOS in the gas phase.

Properties
* LUMO level: 0.9 eV
* relative energy (zero: lowest compared OMol25 entry of this formula, charge and spin): 172.7 kJ/mol
* SMILES: CN[C@H](CO)CS
* gap between HOMO and LUMO: 9.641 eV

Structure (XYZ):
```
18
C4H11NOS, DFT wB97M-V/def2-TZVPD
C 1.803 -1.168 -0.019
N 1.376 0.223 -0.167
C -0.031 0.488 -0.049
C -0.995 -0.317 -1.035
S -1.469 0.587 -2.536
C -0.533 0.230 1.365
O -1.732 0.988 1.595
H 0.958 -1.868 -0.001
H 2.526 -1.433 -0.775
H 2.171 -1.332 0.981
H 1.821 0.684 -0.942
H -0.296 1.511 -0.293
H -1.907 -0.524 -0.484
H -0.424 -1.200 -1.306
H -1.075 1.799 -2.135
H -0.851 -0.805 1.480
H 0.192 0.407 2.152
H -1.533 1.731 2.170
```

[11]
DFT (wB97M-V/def2-TZVPD) results for a molecular structure, C35H39MnN4O4PS2.

Properties
* total charge: +2
* LUMO level (spin up / spin down): -4.7 / -4.6 eV
* spin multiplicity: 2
* relative energy (zero: lowest compared OMol25 entry of this formula, charge and spin): 112.5 kJ/mol
* gap between HOMO and LUMO (spin up / spin down): 8.852 / 8.834 eV

Structure (XYZ):
```
86
C35H39MnN4O4PS2, DFT wB97M-V/def2-TZVPD
Mn -0.057 0.083 0.430
N -1.860 1.039 0.830
C -2.767 1.740 0.803
C -3.900 2.632 0.752
C -4.657 2.702 -0.416
C -5.720 3.585 -0.470
C -6.018 4.380 0.630
C -5.264 4.296 1.794
C -4.196 3.419 1.863
H -4.415 2.071 -1.262
H -6.321 3.650 -1.367
H -6.851 5.070 0.581
H -5.509 4.913 2.647
H -3.599 3.340 2.762
C 2.625 5.261 -1.333
C 2.485 3.786 -1.614
O 2.094 3.081 -0.403
P 0.593 2.556 -0.248
O 0.673 2.090 1.310
C 0.894 3.002 2.436
C 2.210 2.683 3.095
O -0.292 3.889 -0.172
C -1.110 4.309 -1.298
C -1.999 5.434 -0.841
H 2.912 5.785 -2.245
H 3.396 5.436 -0.583
H 1.688 5.683 -0.970
H 3.427 3.342 -1.927
H 1.752 3.595 -2.405
H 0.047 2.857 3.105
H 0.866 4.020 2.051
H 2.243 1.641 3.418
H 2.342 3.314 3.975
H 3.037 2.871 2.411
H -1.691 3.452 -1.650
H -0.455 4.633 -2.108
H -2.675 5.102 -0.052
H -2.595 5.794 -1.680
H -1.403 6.263 -0.461
S 4.142 -0.237 -1.210
C 3.103 -0.641 -2.498
C 1.815 -0.602 -2.083
N 1.645 -0.258 -0.760
C 2.808 -0.042 -0.194
H 3.479 -0.882 -3.479
H 0.963 -0.825 -2.696
H 2.918 0.251 0.840
N -2.383 -2.472 -1.994
C -1.456 -1.510 -1.838
N -1.267 -1.182 -0.584
C -2.155 -1.993 0.149
C -2.415 -2.064 1.520
C -3.356 -2.972 1.946
C -4.038 -3.807 1.039
C -3.803 -3.740 -0.316
C -2.850 -2.813 -0.733
H -2.669 -2.871 -2.872
H -0.962 -1.060 -2.681
H -1.902 -1.431 2.227
H -3.576 -3.056 3.002
H -4.767 -4.511 1.416
H -4.341 -4.365 -1.016
O 0.768 -1.364 1.520
S 1.472 -2.037 2.683
C 1.039 -1.187 4.179
C 1.843 -1.394 5.295
C 1.544 -0.728 6.474
C 0.476 0.159 6.518
C -0.298 0.380 5.388
C -0.020 -0.293 4.207
C 0.602 -3.584 2.852
C 0.415 -4.205 4.079
C -0.219 -5.438 4.111
C -0.642 -6.042 2.935
C -0.420 -5.423 1.714
C 0.208 -4.188 1.663
H 2.701 -2.055 5.245
H 2.150 -0.895 7.354
H 0.258 0.691 7.435
H -1.123 1.080 5.427
H -0.619 -0.121 3.325
H 0.743 -3.748 5.002
H -0.377 -5.930 5.062
H -1.140 -7.002 2.972
H -0.729 -5.904 0.795
H 0.383 -3.695 0.717
```

no.,energy (eV),molecular weight (g mol⁻¹)
1,-51912.7670,475.6
2,-124723.1849,788.8
3,-7824.8006,93.1
4,-64055.4794,388.4
5,-20773.2126,139.2
6,-47531.2646,419.6
7,-9429.4592,108.1
8,-51334.3998,684.6
9,-9173.4587,99.1
10,-18698.1284,121.2
11,-113346.3466,729.8